No. 1
24
Properties=species:S:1:pos:R:3 method="wB97M-V/def2-TZVPD" smiles="CC(=[N+]=O)/C(C)=N/C(C)(C)O" e_above_lowest_kj_mol=551.8 total_energy_ha=-534.0732 homo_energy_ev="-14.20 / -14.19" charge=+1 largest_force_ha_per_bohr=0.065 e_lumo_ha="-0.2513 / -0.2526" multiplicity=1
C 1.8970 1.2352 0.2695
C 0.8174 0.1663 0.3851
C 2.7352 1.6481 1.4611
C 0.8304 -0.5758 1.7264
C -1.7380 0.7749 -1.8832
C -1.4629 -1.6902 -1.4660
C -1.2634 -0.3243 -0.8508
N 1.9978 1.7256 -0.8745
N 0.1055 -0.0262 -0.5777
O 1.4147 1.5403 -1.9064
O -1.8729 -0.1926 0.3682
H 3.4261 0.8042 1.8392
H 3.3833 2.4710 1.0804
H 2.0024 2.1097 2.1280
H 1.7658 -0.3143 2.2541
H -0.1394 -0.2652 2.0794
H 0.7352 -1.5591 1.3258
H -1.5893 1.7409 -1.3720
H -2.8522 0.7921 -2.0831
H -1.0841 0.8254 -2.8902
H -0.8061 -1.9252 -2.2816
H -1.3874 -2.4574 -0.7268
H -2.5223 -1.7791 -1.9111
H -2.4213 0.6669 0.3401

---

No. 2
27
Properties=species:S:1:pos:R:3 method="wB97M-V/def2-TZVPD" e_above_lowest_kj_mol=129.2 total_energy_ha=-1026.2824 homo_energy_ev=-7.58 charge=0 largest_force_ha_per_bohr=0.085 e_lumo_ha=0.0279 multiplicity=1
C -2.1041 -1.8559 1.0729
C -2.0749 -0.9274 0.1750
C 0.0817 -1.5727 0.4803
C 0.9954 -0.6621 1.4092
C 1.3634 1.4978 -2.3430
C -0.4065 -0.1554 -1.4738
C 0.2025 1.2177 -1.3893
N -0.8300 -2.3762 1.2629
N -0.7787 -0.5548 -0.1712
O -0.2503 1.6142 1.6935
O 0.7079 -0.8341 2.7481
O -0.7255 2.2313 -1.4162
O 2.2138 1.6596 0.8841
P 0.7394 0.9977 0.7940
H -2.9807 -2.4343 1.5121
H -2.8737 -0.2308 -0.1670
H 0.6680 -2.0700 -0.3264
H 2.0707 -0.9220 1.2168
H 1.3703 0.6428 -2.9684
H 2.3306 1.6576 -1.6215
H 1.0822 2.4129 -2.8618
H 0.4270 -0.7851 -2.0044
H -1.2439 0.0723 -2.2706
H -0.4508 -2.6391 2.1851
H -0.0629 -0.3759 2.9571
H -1.4159 1.8921 -0.6735
H 1.9452 2.4996 1.2961

---

No. 3
26
Properties=species:S:1:pos:R:3 method="wB97M-V/def2-TZVPD" e_above_lowest_kj_mol=101.0 total_energy_ha=-1483.2458 homo_energy_ev=-7.94 charge=0 largest_force_ha_per_bohr=0.069 e_lumo_ha=0.0082 multiplicity=1
C 1.3398 -0.7953 -0.2945
C 2.2814 0.2396 -0.6506
C 0.3207 0.7462 1.3296
C 0.3938 -0.5282 0.6232
C 1.6965 1.4627 1.4424
C 2.5085 1.2310 0.2314
C -0.8916 -2.6736 0.4437
N -0.8230 -1.2520 0.5914
N -0.7465 1.8886 -1.0072
O -1.4784 2.9913 1.4208
P -0.8493 1.9080 0.5746
P -2.2765 -0.4444 0.7625
P -1.4802 2.9670 -2.0932
H 1.3873 -1.7815 -0.8773
H 2.8140 0.0778 -1.6068
H -0.0985 0.6379 2.2616
H 1.6858 2.5043 1.6186
H 2.1755 0.8988 2.2770
H 3.3135 1.9636 0.1878
H -1.9094 -3.0040 0.2596
H -0.3234 -2.9249 -0.3754
H -0.4924 -3.2779 1.3063
H -2.8394 -0.8713 -0.5751
H -3.0097 -1.4806 1.4212
H -0.3473 3.9393 -2.2415
H -0.8636 2.1999 -3.3052

---

No. 4
23
Properties=species:S:1:pos:R:3 method="wB97M-V/def2-TZVPD" e_above_lowest_kj_mol=251.7 total_energy_ha=-781.9168 homo_energy_ev=-12.17 charge=+1 largest_force_ha_per_bohr=0.072 e_lumo_ha=-0.1673 multiplicity=1
C 0.4666 -0.5504 -0.6647
C 1.7733 -0.2118 -0.6088
C 0.5674 1.3419 0.4837
C 2.9816 -0.4640 -1.3864
C 0.1632 2.6290 1.1526
C -2.5275 -0.4540 1.7415
C -2.5685 0.2192 0.4685
N -0.2317 0.3937 0.0558
N 1.8065 0.9929 0.2014
S -2.9980 -0.3978 -0.9350
H -0.0935 -1.3013 -1.1212
H 3.8041 -0.2181 -0.7343
H 2.9991 -1.4494 -1.6172
H 2.8275 0.0102 -2.4241
H -0.6398 2.9676 0.4854
H -0.0574 2.6364 2.2044
H 0.9207 3.4016 1.0165
H -3.5092 -0.7261 2.0798
H -2.1531 0.1743 2.5301
H -1.9781 -1.3878 1.7307
H -2.7159 1.3223 0.4433
H 2.6518 1.5535 0.1466
H -3.1289 -1.6106 -0.3205

---

No. 5
24
Properties=species:S:1:pos:R:3 method="wB97M-V/def2-TZVPD" smiles="CCc1c[nH]cn1.CC(N)=O" e_above_lowest_kj_mol=16.7 total_energy_ha=-514.0565 homo_energy_ev=-8.66 charge=0 largest_force_ha_per_bohr=0.026 e_lumo_ha=0.0239 multiplicity=1
C 1.4918 1.8136 0.2542
C 0.0611 2.3756 0.3297
C 1.5561 0.3588 0.6021
C 2.4683 -0.5303 0.0962
C 1.1275 -1.5093 1.5388
N 0.7499 -0.2674 1.5126
N 2.1834 -1.7271 0.7054
H 1.9422 1.9859 -0.7209
H 2.0751 2.3752 0.9920
H -0.6857 1.8035 -0.1983
H 3.2200 -0.4760 -0.6646
H 0.8260 -2.3487 2.1439
H 2.5974 -2.6229 0.5005
H 0.0952 3.4108 -0.0332
H -0.2280 2.4636 1.3730
C -1.8409 -1.6404 -1.1445
C -2.2800 -0.1853 -1.1117
O -3.1391 0.1766 -0.3423
N -1.7181 0.6112 -2.0606
H -1.5043 -1.9000 -0.1456
H -1.1146 -1.8444 -1.9227
H -2.0202 1.5671 -2.1561
H -0.8738 0.3113 -2.5183
H -2.7349 -2.2065 -1.3982

---

No. 6
24
Properties=species:S:1:pos:R:3 method="wB97M-V/def2-TZVPD" smiles="CCc1c[nH]cn1.CC(N)=O" e_above_lowest_kj_mol=63.0 total_energy_ha=-514.0389 homo_energy_ev=-8.56 charge=0 largest_force_ha_per_bohr=0.063 e_lumo_ha=0.0243 multiplicity=1
C 0.8671 2.0750 0.2669
C -0.3394 2.6327 1.0459
C 1.2920 0.6606 0.5976
C 2.3961 -0.0353 0.2200
C 1.0794 -1.3358 1.3956
N 0.5017 -0.1641 1.3560
N 2.3056 -1.2998 0.7553
H 0.6684 2.1750 -0.7904
H 1.7680 2.6711 0.3931
H -1.1056 1.9507 1.4008
H 3.1888 0.1254 -0.4944
H 0.6775 -2.2544 1.7848
H 2.8775 -2.0865 0.5053
H -0.8728 3.3286 0.3979
H 0.0875 3.2074 1.8701
C -1.5031 -1.9129 -0.8446
C -1.8570 -0.5250 -1.1670
O -2.6751 0.1130 -0.5243
N -1.5554 -0.1045 -2.4537
H -0.4170 -2.0966 -0.8038
H -1.8078 -2.7289 -1.4966
H -1.8703 0.8193 -2.6636
H -0.8938 -0.5907 -3.0231
H -1.8068 -2.0832 0.1893

---

No. 7
24
Properties=species:S:1:pos:R:3 method="wB97M-V/def2-TZVPD" e_above_lowest_kj_mol=0.0 total_energy_ha=-513.7811 homo_energy_ev="-4.84 / -10.23" charge=0 largest_force_ha_per_bohr=0.113 e_lumo_ha="0.0321 / -0.0892" multiplicity=3
C -3.1221 -0.6544 -0.8421
C -2.2318 -0.1034 0.9130
C 2.6377 -0.2780 -0.4432
C 0.8850 -2.1496 0.3358
C 0.0576 2.6366 0.1892
C 1.2055 -0.8493 -0.4465
C 0.0974 0.3887 0.0418
N -3.4009 -0.5058 0.4442
N -1.8478 -0.3854 -1.1725
N -1.2875 -0.0525 -0.0495
O 0.2553 1.5324 -0.6666
H -3.8972 -0.9390 -1.5247
H -2.1329 0.1462 1.9674
H 3.2098 -0.3326 0.5754
H 2.6106 0.8075 -0.7423
H 3.1876 -0.9149 -1.1202
H 1.1323 -2.1006 1.3771
H -0.1243 -2.3455 0.3671
H 1.4460 -2.9121 -0.1038
H 0.0575 3.6943 -0.3704
H 0.9552 2.9705 0.9006
H -0.8153 2.6719 0.7743
H 0.8816 -0.8672 -1.4758
H 0.2405 0.5419 1.0714

---

No. 8
24
Properties=species:S:1:pos:R:3 method="wB97M-V/def2-TZVPD" e_above_lowest_kj_mol=47.9 total_energy_ha=-513.7426 homo_energy_ev="-12.82 / -12.82" charge=+1 largest_force_ha_per_bohr=0.058 e_lumo_ha="-0.1377 / -0.2844" multiplicity=2
C 1.6137 -2.2612 -1.2434
C 2.6208 1.0996 -1.7613
C 2.0707 -0.8779 -1.1225
C 2.3413 -0.1340 0.0632
N 2.2039 -0.0815 -2.1968
N 2.7298 1.0564 -0.3540
H 2.8902 1.9537 -2.3379
H 3.0024 1.8198 0.2524
H 2.2384 -0.3113 1.1327
H 1.7279 -2.7846 -0.2544
H 2.0057 -2.9346 -2.0198
H 0.5307 -2.1541 -1.2966
C -2.5042 0.4843 0.4187
C -2.7253 -1.0207 0.3250
C -1.5998 0.8456 1.5728
O -1.1047 0.0218 2.3170
N -1.4209 2.1886 1.7486
H -1.8674 0.7612 -0.4580
H -3.3754 1.0873 0.2740
H -3.5503 -1.2542 1.0088
H -1.9011 -1.5487 0.8177
H -1.4031 2.5005 2.7097
H -1.6840 2.9236 1.1153
H -2.8395 -1.3795 -0.7110

---

No. 9
28
Properties=species:S:1:pos:R:3 method="wB97M-V/def2-TZVPD" e_above_lowest_kj_mol=69.5 total_energy_ha=-3184.3660 homo_energy_ev="-16.57 / -17.94" charge=+2 largest_force_ha_per_bohr=0.036 e_lumo_ha="-0.3120 / -0.4063" multiplicity=5
Pt -1.0900 -0.1956 -1.5997
C 2.4636 -0.8683 1.0191
C 1.5382 -0.4759 -0.0738
N 0.4621 -1.1430 -0.3847
O 0.1530 -2.1458 0.4486
C 1.8173 0.6673 -0.9166
C 3.1093 1.3726 -0.9418
N 0.7816 1.0747 -1.6721
O 0.8261 1.9513 -2.5164
H 1.9908 -1.5657 1.7020
H 2.8132 0.0088 1.5633
H 3.3476 -1.3618 0.6025
H -0.3325 -2.8162 -0.0586
H 3.9488 0.6757 -0.9143
H 3.2132 2.0134 -0.0566
H 3.1763 2.0151 -1.8173
Se -2.3178 1.0131 -3.3805
C -1.3818 -0.5089 -3.8126
N -0.8160 -1.4648 -4.1818
C -3.1499 0.2625 2.5927
C -1.9463 0.1197 1.6916
O -2.3654 -0.1168 0.3108
H -2.8156 0.3779 3.6229
H -3.7871 -0.6206 2.5383
H -3.7402 1.1450 2.3368
H -1.3388 -0.7350 1.9783
H -1.3311 1.0221 1.7264
H -3.2287 0.2992 0.1936

---

No. 10
22
Properties=species:S:1:pos:R:3 method="wB97M-V/def2-TZVPD" smiles="CC1(C)NO1.C=CC=C" e_above_lowest_kj_mol=473.7 total_energy_ha=-404.3470 homo_energy_ev=-8.96 charge=0 largest_force_ha_per_bohr=0.056 e_lumo_ha=0.0317 multiplicity=1
C 0.8217 0.8416 -1.1398
C 0.5735 2.2528 -1.5701
C -0.0573 -0.2320 -1.7059
N 2.4043 0.1828 -0.9338
O 1.4338 0.6923 0.0403
H 2.4445 -0.8199 -0.7087
H 0.9898 2.4033 -2.5688
H 1.0736 2.9490 -0.8982
H -0.4888 2.4866 -1.5946
H -1.1033 0.0641 -1.5949
H 0.1446 -0.3753 -2.7687
H 0.1172 -1.1729 -1.1881
C -1.4477 -0.5593 1.5285
C -0.2300 -1.2973 1.8093
C -1.5566 0.7634 1.6536
C -0.1084 -2.6153 1.6569
H -2.3185 -1.1497 1.2548
H 0.6216 -0.7089 2.1295
H -0.7059 1.3705 1.9354
H -0.9465 -3.2303 1.3558
H -2.4900 1.2785 1.4788
H 0.8283 -3.1241 1.8285

---

Question: Which of these has the highest charge?
Answer: C7H13N3O3PtSe